(1)
Here is 2 unconnected molecules or ions with the total composition C4H8O in a non-equilibrium geometry from the Open Molecules 2025 dataset. Energies are from ωB97M-V with the def2-TZVPD basis set.

Each line ends with the natural charge from an NBO analysis.
Cartesian coordinates (Å):
C  -0.98  0.66  0.06  -0.01
C  1.03  -0.53  -0.67  -0.09
C  -2.37  -0.03  0.28  -0.78
C  1.99  -0.12  0.38  -0.27
O  3.28  0.47  0.06  -0.70
H  -0.87  1.45  0.90  0.10
H  1.26  0.01  -1.67  0.13
H  -2.99  0.51  -0.57  0.26
H  -2.08  -1.08  -0.11  0.26
H  -2.76  0.07  1.26  0.22
H  2.10  -0.94  1.07  0.21
H  1.38  0.65  0.98  0.22
H  2.93  1.28  -0.46  0.46

Summary:
- Electronic energy: -6316.427 eV
- HOMO level (alpha / beta): -8.435 / -8.177 eV
- Molecular weight: 72.1 g mol⁻¹
- Frontier orbital gap (alpha / beta): 7.99 / 7.24 eV
- LUMO level (alpha / beta): -0.45 / -0.94 eV

***

(2)
Here is 12 unconnected molecules or ions with the total composition C30H90N18O12 in a non-equilibrium geometry from the Open Molecules 2025 dataset. Energies are from ωB97M-V with the def2-TZVPD basis set.

Each line ends with the Löwdin charge.
Cartesian coordinates (Å):
C  4.77  -5.64  13.27  -0.12
O  4.38  -4.64  12.40  -0.18
C  3.11  -4.59  11.94  -0.27
C  2.82  -5.80  11.10  -0.44
C  3.54  -5.70  9.75  -0.06
N  1.39  -5.88  10.74  0.03
H  5.64  -5.29  13.82  0.10
H  5.20  -6.42  12.65  0.08
H  3.95  -6.10  13.83  0.10
H  2.44  -4.43  12.78  0.13
H  3.04  -3.75  11.24  0.13
H  3.15  -6.69  11.64  0.13
H  3.46  -6.71  9.36  0.08
H  4.62  -5.62  9.93  0.08
H  3.08  -4.95  9.10  0.08
H  1.03  -4.97  10.47  0.07
H  0.84  -6.18  11.53  0.06
C  14.88  -0.98  18.82  -0.07
O  16.31  -0.89  19.02  -0.20
C  16.82  -0.01  20.02  -0.23
C  18.27  0.36  19.91  -0.47
C  19.17  -0.81  19.95  -0.07
N  18.63  1.36  20.97  0.04
H  14.38  -1.24  19.75  0.08
H  14.83  -1.88  18.21  0.09
H  14.63  -0.01  18.38  0.09
H  16.29  0.94  20.04  0.11
H  16.61  -0.40  21.02  0.13
H  18.38  0.80  18.92  0.13
H  19.45  -1.24  18.99  0.08
H  18.72  -1.55  20.61  0.09
H  20.12  -0.46  20.36  0.07
H  18.01  2.15  20.96  0.06
H  19.51  1.76  20.66  0.06
C  5.52  1.06  27.16  -0.11
O  4.22  0.46  27.16  -0.22
C  3.92  -0.24  25.93  -0.15
C  2.47  -0.95  25.92  -0.46
C  2.41  -2.14  26.92  -0.06
N  2.29  -1.53  24.69  0.01
H  5.58  1.69  28.04  0.09
H  5.70  1.62  26.25  0.08
H  6.31  0.30  27.22  0.08
H  3.86  0.57  25.20  0.11
H  4.65  -1.01  25.72  0.12
H  1.68  -0.24  26.18  0.13
H  2.87  -1.74  27.83  0.07
H  2.89  -3.04  26.53  0.08
H  1.36  -2.37  27.12  0.07
H  1.56  -2.22  24.79  0.07
H  1.70  -0.92  24.15  0.08
C  10.28  -4.24  27.49  -0.09
O  10.75  -2.95  27.95  -0.20
C  12.09  -2.85  28.35  -0.21
C  12.65  -4.02  29.21  -0.47
C  12.06  -4.08  30.58  -0.06
N  14.09  -4.00  29.22  0.03
H  10.87  -4.72  26.71  0.09
H  9.34  -3.98  26.99  0.08
H  9.93  -4.89  28.29  0.08
H  12.50  -2.82  27.35  0.11
H  12.37  -1.84  28.68  0.12
H  12.40  -4.91  28.63  0.13
H  10.98  -4.22  30.56  0.07
H  12.12  -3.19  31.20  0.08
H  12.47  -4.98  31.04  0.08
H  14.44  -3.98  28.28  0.07
H  14.55  -3.25  29.72  0.07
C  10.79  3.44  22.77  -0.12
O  10.32  4.72  23.13  -0.19
C  11.14  5.53  23.99  -0.19
C  12.54  5.85  23.47  -0.44
C  13.28  6.67  24.49  -0.09
N  12.60  6.61  22.16  0.04
H  11.54  3.09  23.48  0.08
H  11.20  3.40  21.76  0.08
H  10.01  2.69  22.91  0.08
H  10.50  6.41  24.01  0.13
H  11.35  5.14  24.99  0.12
H  13.07  4.91  23.30  0.13
H  13.44  6.12  25.41  0.08
H  12.75  7.61  24.69  0.08
H  14.26  6.97  24.13  0.08
H  12.02  7.43  22.24  0.06
H  12.13  6.03  21.49  0.05
C  11.07  2.13  13.65  -0.13
O  12.23  2.85  14.06  -0.22
C  12.16  4.37  14.05  -0.11
C  13.39  4.89  13.25  -0.41
C  14.78  4.89  13.99  -0.06
N  13.19  6.25  12.71  0.02
H  10.34  2.20  14.46  0.08
H  11.21  1.05  13.61  0.08
H  10.62  2.40  12.69  0.08
H  11.25  4.74  13.58  0.11
H  12.22  4.64  15.10  0.12
H  13.57  4.15  12.46  0.12
H  14.66  5.65  14.76  0.07
H  15.64  5.16  13.38  0.07
H  14.97  3.91  14.43  0.07
H  12.43  6.35  12.04  0.06
H  14.04  6.61  12.32  0.06
N  7.54  -11.83  23.67  0.13
C  8.26  -10.80  23.21  -0.74
N  7.37  -9.90  22.92  0.14
O  9.48  -10.70  23.09  0.02
H  6.55  -11.86  23.45  0.10
H  7.99  -12.73  23.66  0.11
H  6.49  -9.97  23.41  0.11
H  7.76  -9.01  22.63  0.12
N  11.91  -8.68  17.85  0.15
C  12.77  -9.67  17.67  -0.81
N  13.01  -10.42  18.68  0.17
O  13.52  -9.54  16.73  0.03
H  11.26  -8.64  18.62  0.10
H  11.74  -8.05  17.08  0.12
H  13.82  -11.02  18.69  0.13
H  12.43  -10.25  19.49  0.11
N  3.98  -0.49  17.34  0.16
C  4.53  0.49  17.87  -0.76
N  4.45  1.58  17.14  0.16
O  5.26  0.32  18.91  -0.05
H  3.56  -0.36  16.43  0.12
H  3.90  -1.42  17.73  0.13
H  3.65  1.54  16.53  0.11
H  5.00  2.42  17.28  0.12
N  13.79  -8.02  24.24  0.15
C  14.46  -6.95  23.83  -0.76
N  13.96  -6.58  22.73  0.15
O  15.48  -6.42  24.33  -0.01
H  13.01  -8.35  23.68  0.10
H  13.91  -8.29  25.20  0.12
H  14.62  -6.19  22.07  0.13
H  13.21  -7.14  22.36  0.11
N  7.44  -3.64  20.68  0.15
C  8.40  -4.21  20.00  -0.80
N  8.71  -3.49  18.95  0.16
O  8.82  -5.29  20.33  0.03
H  7.23  -2.71  20.34  0.10
H  6.97  -4.16  21.41  0.12
H  8.31  -2.56  18.90  0.11
H  9.23  -3.89  18.19  0.12
N  11.34  -4.47  11.28  0.16
C  11.92  -4.94  12.32  -0.83
N  13.03  -5.44  11.98  0.16
O  11.49  -5.08  13.46  0.02
H  11.61  -4.86  10.39  0.11
H  10.39  -4.13  11.24  0.12
H  13.55  -6.03  12.61  0.14
H  13.12  -5.47  10.98  0.11

Summary:
- Structure (SMILES): COC[C@H](C)N.COC[C@H](C)N.COC[C@H](C)N.COC[C@H](C)N.COC[C@H](C)N.COC[C@H](C)N.NC(N)=O.NC(N)=O.NC(N)=O.NC(N)=O.NC(N)=O.NC(N)=O
- Electronic energy: -83956.035 eV
- HOMO level: -8.634 eV
- Molecular weight: 895.2 g mol⁻¹
- Frontier orbital gap: 8.66 eV
- LUMO level: 0.03 eV

***

(3)
Here is 2 unconnected molecules or ions with the total composition C21H42F4N2O7P2 in a non-equilibrium geometry from the Open Molecules 2025 dataset. Energies are from ωB97M-V with the def2-TZVPD basis set.

Each line ends with the Löwdin charge.
Cartesian coordinates (Å):
C  5.65  0.88  -1.51  -0.07
C  4.87  2.19  -1.48  -0.26
O  3.62  2.00  -2.13  -0.14
C  2.49  2.39  -1.40  -0.19
C  1.50  3.07  -2.33  -0.18
O  0.21  2.87  -1.79  -0.14
C  -0.84  3.39  -2.58  -0.14
C  -1.86  2.32  -2.95  -0.32
C  -2.69  2.95  -4.11  -0.10
C  -2.16  2.66  -5.49  -0.25
O  -2.85  3.56  -6.38  -0.06
N  -1.14  1.15  -3.52  0.14
C  -1.57  -0.02  -2.77  -0.43
O  -1.71  -1.13  -3.22  0.11
C  -1.83  0.54  -1.37  -0.40
P  -2.32  -0.58  0.01  0.94
P  -0.90  -2.23  -0.19  0.24
O  0.10  -1.95  -1.23  -0.31
O  -0.21  -2.31  1.24  -0.18
O  -1.67  -3.61  -0.36  -0.14
C  -2.76  1.74  -1.79  -0.24
C  -4.05  1.09  -2.31  -0.11
C  -5.32  1.99  -2.24  -0.14
C  -6.36  1.38  -1.32  -0.20
F  -7.64  1.72  -1.75  -0.06
C  -2.90  2.60  -0.55  -0.52
F  -1.77  2.67  0.20  0.14
F  -3.24  3.89  -0.86  0.12
F  -3.90  2.13  0.26  0.12
H  5.00  0.06  -1.23  0.08
H  6.47  0.92  -0.80  0.07
H  6.05  0.72  -2.50  0.07
H  5.41  2.96  -2.03  0.12
H  4.75  2.48  -0.44  0.11
H  1.98  1.53  -0.97  0.13
H  2.72  3.08  -0.59  0.12
H  1.75  4.13  -2.37  0.13
H  1.60  2.68  -3.34  0.13
H  -0.42  3.73  -3.53  0.13
H  -1.31  4.26  -2.14  0.13
H  -3.75  2.73  -4.07  0.10
H  -2.62  4.03  -4.00  0.13
H  -2.36  1.64  -5.79  0.12
H  -1.10  2.87  -5.55  0.12
H  -2.52  3.35  -7.25  0.08
H  -0.14  1.17  -3.32  0.14
H  -0.84  0.88  -1.06  0.10
H  -3.56  -1.15  -0.31  -0.07
H  0.72  -2.16  1.05  0.08
H  -1.76  -3.74  -1.31  0.09
H  -3.92  0.86  -3.36  0.13
H  -4.23  0.15  -1.82  0.08
H  -5.78  2.06  -3.22  0.12
H  -5.08  2.98  -1.90  0.11
H  -6.32  0.29  -1.32  0.12
H  -6.27  1.72  -0.30  0.11
C  3.80  -4.30  7.42  -0.09
C  2.63  -3.65  6.70  -0.28
N  3.00  -3.04  5.44  -0.20
C  1.98  -2.16  4.89  -0.25
C  0.64  -2.78  4.48  -0.09
C  3.66  -3.92  4.49  -0.25
C  2.93  -5.19  4.06  -0.08
H  4.62  -3.59  7.54  0.08
H  3.49  -4.62  8.41  0.07
H  4.17  -5.17  6.89  0.06
H  2.22  -2.86  7.34  0.12
H  1.82  -4.40  6.59  0.10
H  2.41  -1.63  4.04  0.11
H  1.78  -1.39  5.64  0.11
H  0.72  -3.36  3.56  0.04
H  -0.09  -1.99  4.29  0.07
H  0.22  -3.42  5.26  0.07
H  4.63  -4.21  4.92  0.10
H  3.92  -3.33  3.60  0.11
H  2.52  -5.74  4.91  0.07
H  3.64  -5.86  3.56  0.07
H  2.13  -4.99  3.35  0.05

Summary:
- Structure (SMILES): CCOCCOC[C@@]1(CCO)NC(=O)[C@H](PP(=O)(O)O)[C@@]1(CCCF)C(F)(F)F.CCN(CC)CC
- Electronic energy: -69219.101 eV
- HOMO level: -8.117 eV
- Molecular weight: 572.5 g mol⁻¹
- Frontier orbital gap: 8.47 eV
- LUMO level: 0.35 eV

***

(4)
Here is a single C4H3NS molecule in a non-equilibrium geometry from the Open Molecules 2025 dataset. Energies are from ωB97M-V with the def2-TZVPD basis set.

Each line ends with the natural charge from an NBO analysis.
Cartesian coordinates (Å):
N  0.05  2.06  1.86  -0.29
C  0.37  1.52  0.91  0.26
C  0.37  0.80  -0.40  -0.51
C  0.06  -0.75  -0.17  -0.39
C  -0.90  -1.69  -0.23  -0.06
S  -1.71  -2.99  -0.52  0.19
H  1.37  0.93  -0.92  0.26
H  -0.43  1.30  -1.15  0.27
H  0.81  -1.19  0.62  0.26

Summary:
- Structure (SMILES): N#CCC=C=S
- Electronic energy: -16519.045 eV
- HOMO level: -8.881 eV
- Molecular weight: 97.1 g mol⁻¹
- Frontier orbital gap: 8.26 eV
- LUMO level: -0.62 eV

***

(5)
Here is a molecular structure, C6H6N3OP3S in a non-equilibrium geometry from the Open Molecules 2025 dataset. Energies are from ωB97M-V with the def2-TZVPD basis set.

Each line ends with the natural charge from an NBO analysis.
Cartesian coordinates (Å):
C  -0.09  0.18  -1.89  -0.20
C  1.13  0.43  -1.30  -0.20
C  -0.94  -0.73  -1.27  -0.23
C  1.54  -0.12  -0.16  -0.24
C  -0.55  -1.46  -0.19  -0.23
C  0.67  -1.14  0.46  -0.23
N  -0.81  2.00  0.40  -1.44
N  -1.57  0.59  2.51  -1.38
N  0.84  1.95  2.57  -1.34
O  -0.01  0.91  4.67  -0.96
P  0.51  2.59  1.06  1.40
P  -1.94  1.05  0.98  1.42
P  -0.08  0.77  3.07  2.07
S  1.12  -1.84  1.96  -0.09
H  -0.55  0.65  -2.72  0.22
H  1.69  1.10  -1.84  0.21
H  -1.92  -0.87  -1.58  0.22
H  2.41  0.03  0.39  0.24
H  -1.11  -2.42  0.28  0.25
H  -0.81  0.63  5.14  0.52

Summary:
- Electronic energy: -51538.122 eV
- HOMO level (alpha / beta): -8.179 / -8.179 eV
- Molecular weight: 261.1 g mol⁻¹
- Frontier orbital gap (alpha / beta): 6.47 / 6.47 eV
- LUMO level (alpha / beta): -1.71 / -1.71 eV

***

(6)
Here is a single C3H9N2OP molecule in a non-equilibrium geometry from the Open Molecules 2025 dataset. Energies are from ωB97M-V with the def2-TZVPD basis set.

Each line ends with the natural charge from an NBO analysis.
Cartesian coordinates (Å):
C  0.03  -0.62  1.08  -0.23
C  0.48  -0.55  -0.27  -0.15
C  0.18  -1.82  -1.01  -0.59
N  0.82  2.07  1.24  -1.03
N  -0.16  0.65  -0.83  -0.97
O  -1.64  2.42  0.39  -0.96
P  -0.05  2.23  -0.10  1.54
H  -0.99  -0.70  1.23  0.16
H  0.63  -1.10  1.80  0.17
H  1.49  -0.22  -0.35  0.20
H  0.71  -2.59  -0.57  0.22
H  0.46  -1.71  -2.01  0.22
H  -0.93  -2.04  -1.09  0.21
H  1.72  1.69  0.92  0.35
H  -0.95  0.48  -1.45  0.40
H  -1.80  1.81  1.02  0.47

Summary:
- Electronic energy: -17570.442 eV
- HOMO level (alpha / beta): -8.556 / -8.484 eV
- Molecular weight: 120.1 g mol⁻¹
- Frontier orbital gap (alpha / beta): 8.65 / 7.35 eV
- LUMO level (alpha / beta): 0.10 / -1.13 eV

***

(7)
Here is 2 unconnected molecules or ions with the total composition C17H13F3N2 in a non-equilibrium geometry from the Open Molecules 2025 dataset. Energies are from ωB97M-V with the def2-TZVPD basis set.

Each line ends with the natural charge from an NBO analysis.
Cartesian coordinates (Å):
F  2.21  3.86  -2.05  -0.33
C  2.24  2.66  -1.33  0.41
C  3.50  2.07  -1.07  -0.32
C  3.49  0.79  -0.45  0.41
F  4.72  0.14  -0.30  -0.33
C  2.32  0.14  -0.08  -0.25
C  1.04  0.68  -0.43  -0.08
C  -0.13  -0.21  -0.46  0.09
C  -1.47  0.40  -0.36  -0.12
C  -2.56  -0.48  -0.67  -0.15
C  -3.81  -0.03  -1.12  -0.20
C  -4.06  1.36  -1.15  -0.24
C  -3.08  2.23  -0.65  0.38
F  -3.32  3.59  -0.77  -0.33
C  -1.84  1.78  -0.14  -0.23
C  1.06  2.00  -1.02  -0.28
H  4.41  2.58  -1.37  0.26
H  2.37  -0.87  0.35  0.26
H  -0.06  -1.05  -1.26  0.26
H  -2.34  -1.55  -0.69  0.23
H  -4.58  -0.74  -1.48  0.23
H  -5.01  1.73  -1.53  0.24
H  -1.11  2.52  0.23  0.25
H  0.13  2.42  -1.42  0.24
C  1.39  -1.18  2.90  -0.66
C  0.67  -2.13  2.06  0.29
N  0.38  -3.43  2.33  -0.46
C  -0.18  -3.96  1.20  -0.11
C  -0.27  -2.91  0.28  -0.14
N  0.24  -1.75  0.77  -0.42
H  1.38  -0.17  2.41  0.22
H  0.95  -1.08  3.92  0.24
H  2.46  -1.46  3.02  0.23
H  -0.44  -5.00  1.01  0.21
H  -0.71  -2.94  -0.68  0.18

Summary:
- Electronic energy: -28969.140 eV
- HOMO level: -7.835 eV
- Molecular weight: 302.3 g mol⁻¹
- Frontier orbital gap: 6.44 eV
- LUMO level: -1.39 eV

***

(8)
Here is a gas-phase ion, C6H10NO5 (charge -1) in a non-equilibrium geometry from the Open Molecules 2025 dataset. Energies are from ωB97M-V with the def2-TZVPD basis set.

Each line ends with the natural charge from an NBO analysis.
Cartesian coordinates (Å):
C  -0.81  1.56  0.36  -0.62
C  -0.82  -0.08  -0.02  -0.04
C  -1.02  -0.04  -1.52  -0.61
C  -1.80  -0.77  0.74  -0.64
C  0.69  -0.48  0.32  0.01
O  1.66  0.69  -0.31  -0.37
N  2.78  1.02  0.34  0.75
O  3.33  1.98  -0.08  -0.41
O  3.15  0.39  1.31  -0.43
C  1.20  -1.90  -0.27  0.76
O  2.06  -1.86  -1.11  -0.71
O  0.59  -2.80  0.31  -0.78
H  -0.31  1.63  1.32  0.19
H  -0.14  2.14  -0.23  0.22
H  -1.72  2.11  0.38  0.19
H  -1.10  -1.01  -1.92  0.21
H  -0.22  0.54  -2.00  0.23
H  -2.10  0.33  -1.68  0.18
H  -1.57  -1.83  0.56  0.26
H  -1.86  -0.52  1.85  0.21
H  -2.76  -0.59  0.31  0.20
H  0.77  -0.51  1.35  0.19

Summary:
- Structure (SMILES): CC(C)(C)[C@H](O[N+](=O)[O-])C(=O)[O-]
- Electronic energy: -18108.685 eV
- HOMO level: -4.742 eV
- Molecular weight: 176.1 g mol⁻¹
- Frontier orbital gap: 8.12 eV
- Total charge: -1
- LUMO level: 3.38 eV